231
Properties=species:S:1:pos:R:3:forces:R:3 method="wB97M-V/def2-TZVPD" spin_multiplicity=2 charge=+1 gap_ev="6.65 / 1.48" homo_energy_ev="-9.21 / -9.21"
C 28.769690 17.766830 7.219040 -0.438 0.667 -1.560
O 27.626100 18.644630 7.146510 -0.514 0.028 1.519
C 27.903200 20.036880 6.843940 0.169 -0.341 -0.247
C 26.904710 21.110740 7.448450 0.580 -1.534 -2.255
N 26.742680 21.036500 8.823950 1.087 0.216 2.047
C 28.038760 21.157230 9.539120 -0.470 -0.574 0.431
C 27.789500 21.204600 11.019340 0.515 1.603 1.434
O 28.393090 22.454220 11.543370 -1.584 -1.510 1.340
C 28.023010 22.645430 12.959890 0.004 0.256 -1.761
H 29.272250 18.031390 6.288700 0.969 -0.469 0.094
H 28.488920 16.715960 7.148670 -0.697 0.182 -0.167
H 29.441720 17.774430 8.077190 -0.161 0.954 0.317
H 27.881370 20.101890 5.756100 -0.050 0.275 -0.224
H 28.928480 20.248190 7.147670 -0.046 0.143 0.170
H 25.926880 20.961930 6.990420 0.113 0.169 -0.236
H 27.304390 22.089370 7.182660 0.012 -0.077 -0.316
H 26.284970 20.157060 9.016790 0.122 -0.181 0.494
H 28.611690 22.033360 9.235400 -0.571 0.403 -0.114
H 28.771340 20.363990 9.390100 -0.214 -0.617 -0.514
H 28.197780 20.380870 11.604900 0.481 -0.217 -0.212
H 26.727430 21.168550 11.261860 -0.275 0.418 -0.254
H 28.567260 23.563390 13.181810 0.033 -0.422 0.758
H 28.147510 21.769490 13.596550 1.178 -0.070 -0.052
H 26.958370 22.802940 13.132580 -0.365 0.499 -0.712
C 13.165350 19.749940 0.865870 1.847 -0.016 0.409
O 14.534340 19.974420 1.332600 -1.123 0.081 -0.183
C 14.698490 19.893270 2.751970 1.516 -0.137 -0.805
C 16.228860 19.846940 2.951380 -1.261 -1.231 1.294
N 16.874270 18.512820 2.682150 -1.174 2.444 0.372
C 18.283380 18.775000 2.988840 -0.462 -0.216 -0.542
C 19.058840 17.486210 3.248050 -1.021 0.553 -0.688
O 20.263720 17.973230 3.633780 4.183 0.785 -0.272
C 21.353680 17.082760 3.977580 -1.893 -0.436 1.459
H 13.159720 20.007020 -0.193360 -0.060 0.119 0.139
H 12.476120 20.375570 1.433020 -0.187 -0.173 -0.053
H 12.988400 18.678310 0.957470 -0.532 0.035 0.161
H 14.192770 19.010660 3.143560 -0.051 0.032 0.218
H 14.410600 20.820310 3.247770 -0.682 0.033 0.006
H 16.470390 20.014540 4.000990 -0.253 0.614 0.004
H 16.586420 20.650500 2.307540 0.530 0.122 0.036
H 16.686370 18.570000 1.691430 0.746 -1.201 -0.633
H 18.448480 19.504870 3.781390 -0.581 -0.539 0.845
H 18.678060 19.408370 2.194380 0.811 -0.636 -0.649
H 19.024310 16.964590 2.291580 0.494 -0.577 -0.145
H 18.673370 16.828410 4.027040 -0.704 0.026 0.066
H 22.273790 17.561590 4.312580 -0.225 0.711 -0.695
H 21.560210 16.241160 3.316390 -0.157 0.333 -0.591
H 20.968650 16.655090 4.903300 0.326 -0.728 0.277
C 33.084930 27.843950 7.245630 -0.401 1.492 0.906
O 31.666120 27.610930 7.315690 2.071 -0.199 -3.537
C 31.024650 27.449960 8.482070 -0.732 -0.430 1.909
C 29.526080 27.477020 8.269670 -1.294 1.239 -0.955
N 28.924180 26.406450 7.477740 1.640 -1.329 0.219
C 27.491200 26.381980 7.540450 -1.385 0.249 1.149
C 26.855600 25.113840 6.937180 -1.210 0.451 0.153
O 25.412610 25.192840 7.056910 0.115 0.481 -1.043
C 24.732560 24.451550 6.035680 -0.318 0.366 0.236
H 33.812550 27.034230 7.190600 -0.769 -0.699 -0.288
H 33.428620 28.433700 8.095430 -0.265 -0.048 0.651
H 33.258860 28.577610 6.458480 -0.184 -0.494 -0.538
H 31.330510 28.255990 9.149060 -0.342 0.195 0.512
H 31.270400 26.515750 8.987010 0.247 -0.420 0.148
H 29.231220 28.334750 7.665130 0.333 0.802 0.535
H 28.976000 27.493450 9.210550 0.311 0.386 0.463
H 29.233170 25.619860 8.030820 0.009 -1.110 -0.434
H 27.061850 27.301640 7.142980 0.064 -0.146 -1.095
H 27.149570 26.553140 8.561280 -0.046 -0.683 0.663
H 27.008910 24.139630 7.401410 1.291 0.244 0.264
H 27.208810 25.110660 5.906000 -0.291 -0.333 -0.419
H 24.986430 23.391600 6.023310 0.296 -0.021 -0.073
H 24.832310 24.911320 5.052440 0.737 -0.017 -0.301
H 23.651130 24.515070 6.156420 0.028 0.046 0.783
C 19.091270 17.213900 12.235350 -0.544 -1.665 -1.477
O 17.880740 17.355580 11.516500 -1.714 2.391 0.084
C 17.062650 16.309410 11.034060 2.110 -1.531 -0.178
C 16.450170 16.689960 9.710610 0.389 3.033 -0.408
N 17.367280 17.478280 8.850040 -0.076 -1.099 0.419
C 18.267760 16.658660 8.083650 1.197 1.804 -2.549
C 19.163770 17.663520 7.193600 -0.726 -1.206 0.772
O 20.333160 18.050410 7.895940 0.453 0.828 -0.933
C 20.888650 19.187730 7.194910 0.221 -0.331 -0.070
H 19.782840 16.825410 11.487740 0.667 -0.224 0.267
H 18.933690 16.452730 12.999470 0.440 0.340 0.526
H 19.478310 18.182670 12.551250 -0.539 -0.125 0.279
H 16.281550 15.978480 11.718500 0.138 0.060 0.353
H 17.770310 15.508140 10.821240 -0.137 -0.811 0.263
H 15.769720 17.501780 9.967590 -1.034 -0.516 -0.062
H 16.009730 15.919460 9.077800 -0.175 -0.190 0.622
H 17.893980 18.066410 9.479960 0.169 0.196 0.046
H 17.685200 16.110600 7.343150 -0.198 -0.209 0.027
H 18.914530 15.930610 8.573270 0.186 0.085 0.445
H 18.573320 18.527820 6.889550 -0.417 0.308 0.638
H 19.430000 17.284920 6.206740 0.261 -0.793 0.044
H 21.971920 19.290610 7.258560 0.027 -0.182 1.178
H 20.368070 20.086560 7.525320 0.152 0.157 -0.086
H 20.845620 19.105310 6.108880 -0.886 -0.242 -0.241
C 28.218620 22.095800 -2.893950 -0.444 -2.092 1.368
O 27.640870 20.973820 -2.080400 0.246 1.494 -1.767
C 28.372750 20.522900 -0.950820 0.401 0.530 -0.553
C 27.565540 19.417580 -0.309950 -1.934 0.540 -0.556
N 27.623680 19.344880 1.114940 0.343 -0.203 1.420
C 28.947240 18.964230 1.573570 -0.307 -1.522 0.343
C 29.132990 18.748280 3.127130 0.489 2.350 -1.493
O 30.424390 18.291160 3.382950 0.561 -1.112 0.840
C 30.656530 16.880530 3.236880 0.134 1.186 -0.833
H 27.508750 22.256500 -3.705340 0.147 -0.057 0.100
H 29.199530 21.797420 -3.263930 -0.056 -0.083 -0.198
H 28.349900 23.006880 -2.310170 -0.149 0.072 0.280
H 28.441880 21.376610 -0.276660 0.306 -0.039 0.566
H 29.380300 20.207160 -1.221430 0.159 0.056 -0.194
H 27.579190 18.442310 -0.796530 0.745 -0.074 0.079
H 26.538280 19.729340 -0.498760 -0.291 0.086 -0.255
H 27.540340 20.295390 1.446130 -0.474 0.346 0.138
H 29.636010 19.697270 1.153630 0.782 -0.109 0.575
H 29.127930 17.999850 1.098780 0.381 -0.132 -0.178
H 28.328510 18.273230 3.688600 -0.046 -0.405 -0.343
H 29.235950 19.770810 3.490370 -0.644 0.252 0.438
H 30.538410 16.692830 2.169680 -0.076 -0.685 -0.068
H 29.992770 16.256370 3.835170 0.048 0.091 0.119
H 31.713150 16.747090 3.468940 -0.194 -0.221 0.218
C 31.301650 27.674000 1.340060 -0.294 0.239 -1.348
O 30.353180 28.234740 0.455520 -1.871 0.258 -2.103
C 29.815170 27.436600 -0.655900 1.399 -0.723 1.959
C 30.852770 27.285850 -1.839070 -1.827 -1.426 -0.310
N 31.968230 26.298860 -1.758910 0.317 3.374 0.018
C 32.973310 26.195760 -2.830780 -1.192 -3.423 1.648
C 33.768670 27.457900 -3.016710 0.393 0.897 -0.732
O 34.722480 27.309960 -4.012000 -0.403 0.082 -0.576
C 35.887670 26.662070 -3.614430 1.630 -1.837 0.555
H 32.256810 27.800640 0.830420 0.642 -0.402 0.384
H 31.040850 26.627030 1.494810 0.298 -0.073 0.631
H 31.293880 28.333880 2.207590 0.005 -0.527 0.189
H 28.841660 27.818460 -0.963410 0.601 1.053 -0.516
H 29.422790 26.512880 -0.230600 0.771 -0.784 -0.028
H 31.010750 28.338610 -2.073260 1.606 0.199 0.005
H 30.387910 26.963730 -2.770860 -0.727 -0.024 -0.067
H 32.302750 26.249270 -0.807220 0.405 -0.756 0.410
H 32.466790 25.778420 -3.701040 0.063 0.685 -0.366
H 33.689980 25.445350 -2.497040 -0.134 -0.333 0.143
H 34.318280 27.675200 -2.100840 -0.673 0.596 0.375
H 32.966760 28.105750 -3.370730 0.797 1.148 0.194
H 36.653120 26.513020 -4.375990 -0.437 1.080 -0.619
H 35.776620 25.605190 -3.371980 -0.940 -0.359 0.224
H 36.410380 27.032200 -2.732450 -0.329 0.873 0.093
C 31.658670 21.700440 1.903280 -1.034 2.663 0.058
O 30.660890 22.358440 1.086840 -0.506 0.556 -0.912
C 30.077080 23.620040 1.523090 0.792 -0.945 -0.177
C 29.370470 23.605420 2.877800 -1.038 -0.890 -1.647
N 28.153500 22.777120 2.620090 -0.479 0.294 0.643
C 27.324460 22.415920 3.777270 1.723 -0.158 -0.114
C 25.987630 21.816350 3.360070 0.795 0.068 2.381
O 25.553720 21.318000 4.668110 -0.343 -0.467 -1.495
C 24.412480 20.473760 4.612820 -0.392 -0.500 -0.475
H 32.244070 22.532180 2.295230 0.299 -0.082 0.817
H 32.385530 21.173250 1.285360 -0.765 -0.745 0.030
H 31.064260 21.232770 2.688180 0.936 -0.821 0.077
H 29.356180 23.898850 0.754530 -0.239 -0.383 -0.125
H 30.820290 24.414210 1.452140 0.660 0.113 0.383
H 29.115340 24.631960 3.140910 0.094 0.120 0.282
H 30.056550 23.186660 3.614030 -0.361 -0.096 0.272
H 27.441670 23.303390 2.133840 0.785 0.621 -1.184
H 27.137280 23.249290 4.454440 -0.082 0.260 0.165
H 27.979610 21.716360 4.296400 -0.701 -0.442 0.577
H 26.156850 21.079440 2.574930 -0.457 -0.403 0.237
H 25.310230 22.602600 3.026840 -0.201 -0.118 -0.171
H 23.648110 20.868610 3.943540 -0.199 0.365 0.235
H 24.005760 20.286810 5.606660 0.063 0.603 0.076
H 24.583390 19.465990 4.234260 0.776 -0.064 -0.171
O 30.220570 25.343760 5.291840 -0.190 -0.018 -1.389
H 29.769430 25.965150 5.863300 -0.663 0.656 1.458
H 30.693230 25.892670 4.666130 0.130 0.202 -0.281
C 32.026050 22.905740 6.618740 -0.509 -0.154 -0.883
C 30.689720 22.182750 6.467590 -0.180 1.375 1.292
O 29.647920 23.083540 6.998120 0.512 -0.983 -0.700
O 32.225240 23.888970 5.627230 1.231 -0.705 -0.457
H 32.826540 22.182370 6.463630 0.184 0.011 0.510
H 32.011810 23.392360 7.593990 0.338 -0.365 0.336
H 30.679140 21.312170 7.123390 -0.003 -0.124 -0.233
H 30.489060 21.928460 5.426830 -0.035 -0.208 0.022
H 29.304080 23.543800 6.229000 -0.141 0.268 -0.033
H 31.440570 24.434510 5.536180 -0.413 0.184 0.518
C 25.084340 16.341360 3.769380 1.750 0.770 -0.066
C 26.200240 15.333340 3.878510 0.305 -1.049 -0.489
O 27.529630 15.951390 3.909550 -1.547 -0.584 -0.071
O 25.293540 17.214940 4.824630 -1.177 0.930 2.330
H 24.098880 15.876440 3.797920 0.058 0.146 0.011
H 25.238030 17.059380 2.963820 -0.444 -0.949 -1.435
H 26.115790 14.585400 3.090130 0.342 0.045 -0.399
H 26.085650 14.743100 4.787680 0.134 0.390 0.270
H 27.667640 16.229510 3.001150 0.267 0.197 -0.192
H 26.237580 17.353870 4.929940 0.237 0.026 0.085
C 32.387890 20.758370 -1.687870 -1.013 -0.313 -0.661
C 32.123010 21.095690 -3.199460 -0.516 2.409 2.459
O 31.620760 19.952540 -3.777560 0.749 -0.873 -1.336
O 33.097250 19.554720 -1.588410 1.124 0.055 0.267
H 31.418400 20.572290 -1.225740 -0.434 0.253 -0.129
H 32.826300 21.509640 -1.031000 0.484 0.204 -0.550
H 32.914730 21.632680 -3.721880 0.826 -0.888 -0.106
H 31.352990 21.860630 -3.299710 -0.450 0.229 0.630
H 32.274910 19.806030 -4.464740 -0.407 -0.898 -0.462
H 32.778330 18.965280 -2.275760 -0.256 -0.095 -0.066
C 34.832300 24.402070 1.120590 -1.385 -1.350 1.750
C 35.633710 23.265670 1.786230 -0.632 0.001 -0.817
O 36.959730 23.610940 1.891390 2.000 1.148 1.060
O 35.093230 24.596350 -0.210610 0.960 0.304 -2.133
H 34.970490 25.367470 1.607420 0.010 -0.207 0.784
H 33.784740 24.102850 1.155200 -0.256 0.159 0.294
H 35.684210 22.320300 1.246030 -1.216 -0.085 -0.523
H 35.212330 23.035430 2.764770 0.207 0.305 0.165
H 37.374860 23.728100 1.033760 -0.081 -0.294 -0.060
H 35.985710 24.950020 -0.212190 0.226 0.125 -0.599
C 24.489280 22.889190 -0.642500 -0.472 0.879 1.609
C 25.859020 23.539900 -0.488440 -0.485 0.977 1.254
O 26.081700 23.920090 0.942070 0.763 -1.191 -1.267
O 23.485230 23.892350 -0.344650 0.241 -0.303 -0.578
H 24.339720 22.233000 0.214900 0.379 -0.422 -0.160
H 24.284220 22.309760 -1.542660 0.243 0.345 -0.262
H 25.943940 24.498250 -1.000750 -0.309 -0.084 -0.571
H 26.655210 22.900910 -0.870400 0.109 -0.152 0.729
H 25.492910 24.591490 1.294420 -0.563 -0.001 -0.735
H 23.425760 24.475470 -1.104940 -0.132 0.128 -0.121
C 20.681790 23.620580 3.816360 -2.641 1.799 1.165
C 20.971150 23.172200 5.277370 -0.337 1.626 -1.256
O 21.944760 22.241290 5.087910 1.199 -2.085 0.396
O 21.812110 23.880660 3.000310 0.222 -0.574 0.459
H 20.080740 24.526360 3.896410 -0.021 0.401 -0.069
H 19.960230 22.934230 3.373220 0.567 -0.595 -0.291
H 20.052630 22.842580 5.762920 0.040 -0.478 -0.175
H 21.405040 23.939350 5.918710 -0.345 0.755 -0.047
H 22.369330 22.647670 4.328830 1.164 -0.717 -0.164
H 21.699100 24.737240 2.581850 0.066 -0.097 0.065